Molecular formula: C52H50BrF8NO2SSi2
Method: DFT, wB97M-V/def2-TZVPD

Output
* highest occupied orbital energy: -9.1 eV
* lowest unoccupied orbital energy: 0.291 eV
* E_tot: -6566.9928 hartree

```
! wB97M-V def2-TZVPD RIJCOSX def2/J DEFGRID3
* xyz 0 1
C 6.782 -0.076 -1.125
C 5.667 -0.686 -1.968
Br 5.580 -2.588 -1.540
C 4.325 0.052 -1.781
Si 2.859 -0.855 -1.061
S 2.011 -2.380 -2.302
O 1.690 0.328 -0.868
Si 0.151 -0.110 -0.514
N -0.870 -0.093 -1.955
C -1.837 -0.826 -1.914
O -2.760 -1.531 -1.879
H 7.741 -0.306 -1.582
H 6.674 1.003 -1.072
H 6.800 -0.480 -0.117
H 5.966 -0.565 -3.001
H 4.515 0.888 -1.108
H 4.000 0.481 -2.726
H 3.105 -1.404 0.280
H 2.794 -2.349 -3.381
H -0.433 0.861 0.392
H 0.174 -1.473 0.060
F 7.465 -9.247 -2.795
C 6.581 -8.506 -2.095
C 5.632 -9.149 -1.327
C 4.728 -8.382 -0.608
C 4.779 -6.997 -0.671
C 5.741 -6.375 -1.455
C 6.655 -7.131 -2.173
H 5.608 -10.230 -1.297
H 3.981 -8.870 0.004
H 4.069 -6.402 -0.113
H 5.779 -5.296 -1.509
H 7.417 -6.666 -2.785
F -0.169 1.785 2.462
C 0.130 3.096 2.613
C 0.200 3.628 3.885
C 0.500 4.975 4.022
C 0.713 5.761 2.895
C 0.631 5.202 1.628
C 0.344 3.853 1.483
H 0.022 2.996 4.745
H 0.565 5.414 5.008
H 0.941 6.813 3.007
H 0.792 5.814 0.753
H 0.281 3.391 0.508
F -4.232 -6.320 -4.156
C -5.033 -5.485 -3.462
C -6.340 -5.859 -3.228
C -7.159 -4.999 -2.511
C -6.666 -3.787 -2.049
C -5.347 -3.432 -2.301
C -4.517 -4.288 -3.010
H -6.703 -6.806 -3.603
H -8.184 -5.279 -2.313
H -7.309 -3.119 -1.492
H -4.960 -2.490 -1.946
H -3.485 -4.033 -3.210
F -1.344 5.128 -0.498
C -2.389 4.806 -1.291
C -3.656 4.794 -0.745
C -4.727 4.459 -1.560
C -4.517 4.138 -2.895
C -3.232 4.155 -3.417
C -2.154 4.495 -2.614
H -3.793 5.040 0.300
H -5.728 4.449 -1.151
H -5.355 3.875 -3.525
H -3.066 3.901 -4.455
H -1.144 4.518 -3.001
F -4.170 -2.940 5.258
C -3.832 -2.025 4.323
C -3.741 -2.421 3.005
C -3.397 -1.477 2.049
C -3.140 -0.166 2.424
C -3.235 0.207 3.757
C -3.588 -0.726 4.720
H -3.937 -3.450 2.733
H -3.326 -1.769 1.008
H -2.865 0.567 1.677
H -3.031 1.228 4.049
H -3.674 -0.458 5.765
F -1.247 -9.156 2.622
C -1.951 -8.201 3.265
C -3.032 -8.575 4.036
C -3.750 -7.589 4.697
C -3.387 -6.255 4.574
C -2.297 -5.906 3.788
C -1.567 -6.883 3.128
H -3.301 -9.620 4.114
H -4.597 -7.865 5.310
H -3.950 -5.488 5.087
H -2.012 -4.867 3.687
H -0.711 -6.634 2.516
F -0.223 7.824 6.147
C -0.820 8.736 5.351
C -0.160 9.915 5.071
C -0.777 10.845 4.247
C -2.037 10.591 3.724
C -2.681 9.398 4.023
C -2.071 8.458 4.839
H 0.819 10.096 5.493
H -0.270 11.771 4.014
H -2.515 11.320 3.085
H -3.664 9.197 3.619
H -2.552 7.519 5.077
F 5.958 1.328 -4.226
C 5.619 2.320 -5.085
C 6.392 2.517 -6.209
C 6.037 3.532 -7.086
C 4.932 4.329 -6.824
C 4.174 4.110 -5.683
C 4.514 3.094 -4.801
H 7.252 1.887 -6.390
H 6.627 3.699 -7.976
H 4.661 5.120 -7.509
H 3.314 4.731 -5.474
H 3.934 2.902 -3.909
*
```

Here are the Löwdin charges for atoms 1 to 99, given in e: C -0.16; C -0.77; Br 0.73; C -0.32; Si 0.13; S 0.45; O -0.41; Si 0.43; N 0.05; C -0.43; O 0.15; H 0.08; H 0.08; H 0.07; H 0.06; H 0.08; H 0.07; H 0.00; H -0.19; H -0.02; H 0.01; F 0.05; C -0.29; C -0.02; C -0.08; C -0.09; C -0.09; C -0.01; H 0.12; H 0.10; H 0.10; H 0.02; H 0.12; F 0.01; C -0.28; C -0.02; C -0.08; C -0.09; C -0.09; C -0.03; H 0.12; H 0.10; H 0.10; H 0.10; H 0.10; F 0.05; C -0.29; C -0.02; C -0.09; C -0.10; C -0.08; C -0.01; H 0.12; H 0.10; H 0.10; H 0.08; H 0.11; F 0.05; C -0.28; C -0.02; C -0.08; C -0.10; C -0.08; C -0.02; H 0.12; H 0.10; H 0.10; H 0.10; H 0.12; F 0.05; C -0.28; C -0.02; C -0.07; C -0.10; C -0.08; C -0.01; H 0.11; H 0.10; H 0.09; H 0.10; H 0.12; F 0.05; C -0.29; C -0.02; C -0.08; C -0.09; C -0.08; C -0.02; H 0.12; H 0.10; H 0.09; H 0.10; H 0.12; F 0.05; C -0.29; C -0.02; C -0.08; C -0.10; C -0.08


Molecular formula: C52H51CoN4O5S2Se2
Method: DFT, wB97M-V/def2-TZVPD

Output
* highest occupied orbital energy (spin up / spin down): -12.3 / -12.3 eV
* lowest unoccupied orbital energy (spin up / spin down): -7.074 / -8.015 eV
* E_tot: -9588.6905 hartree

```
! wB97M-V def2-TZVPD RIJCOSX def2/J DEFGRID3
* xyz 2 5
Co -0.374 0.623 0.386
C -2.636 0.794 8.086
C -1.840 0.945 6.837
C -0.446 0.987 6.885
C 0.304 1.101 5.731
C -0.352 1.142 4.513
C -1.734 1.154 4.435
C -2.474 1.052 5.596
S 0.585 1.145 2.980
O 1.876 1.760 3.247
C 0.888 -0.642 2.944
C -0.233 -1.482 2.867
C -0.062 -2.827 2.687
C 1.237 -3.379 2.616
C 1.433 -4.752 2.373
C 2.698 -5.274 2.327
C 3.815 -4.447 2.509
C 3.659 -3.102 2.724
C 2.369 -2.534 2.771
C 2.174 -1.127 2.893
C 3.348 -0.232 2.852
C 4.166 0.021 3.983
C 3.925 -0.571 5.239
C 4.774 -0.338 6.293
C 5.879 0.512 6.142
C 6.113 1.139 4.944
C 5.269 0.909 3.834
C 5.502 1.530 2.592
C 4.728 1.236 1.494
C 3.679 0.332 1.631
S 2.597 -0.203 0.295
O 1.514 0.871 0.225
C 3.579 0.089 -1.164
C 4.477 -0.907 -1.514
C 5.158 -0.810 -2.710
C 4.931 0.262 -3.570
C 5.608 0.326 -4.896
C 4.048 1.268 -3.180
C 3.361 1.183 -1.984
H -2.039 0.347 8.877
H -3.516 0.181 7.908
H -2.980 1.767 8.437
H 0.061 0.922 7.836
H 1.382 1.137 5.758
H -2.223 1.246 3.475
H -3.551 1.053 5.543
H -1.220 -1.057 2.969
H -0.918 -3.479 2.597
H 0.565 -5.380 2.231
H 2.838 -6.330 2.160
H 4.805 -4.877 2.489
H 4.521 -2.463 2.856
H 3.078 -1.232 5.356
H 4.596 -0.814 7.245
H 6.548 0.665 6.974
H 6.953 1.809 4.830
H 6.313 2.238 2.515
H 4.928 1.695 0.538
H 4.630 -1.748 -0.854
H 5.864 -1.578 -2.986
H 6.282 -0.514 -5.032
H 6.167 1.255 -4.988
H 4.869 0.309 -5.695
H 3.894 2.123 -3.821
H 2.658 1.948 -1.689
C -0.639 4.504 -0.913
O -0.600 3.064 -0.781
C -0.574 2.542 0.412
O -0.592 3.100 1.477
H -0.494 4.700 -1.971
H 0.152 4.966 -0.324
H -1.607 4.883 -0.584
Se 0.256 -1.981 -0.484
C -1.377 -2.737 -0.469
N -2.423 -3.219 -0.508
C -1.708 -0.205 -5.949
C -1.356 -1.686 -6.058
C -2.227 -2.605 -5.201
C -2.064 -2.441 -3.682
N -2.881 -1.372 -3.156
C -2.487 -0.173 -2.690
Se -0.712 0.348 -2.364
N -3.564 0.601 -2.447
C -3.551 2.011 -2.136
C -3.060 2.854 -3.320
C -3.888 2.711 -4.597
C -5.223 3.439 -4.538
C -4.693 -0.135 -2.712
C -6.048 0.153 -2.585
C -6.935 -0.851 -2.908
C -6.500 -2.107 -3.346
C -5.161 -2.405 -3.478
C -4.256 -1.400 -3.154
H -1.312 0.333 -6.806
H -1.269 0.237 -5.053
H -2.787 -0.060 -5.928
H -0.306 -1.834 -5.796
H -1.483 -2.000 -7.095
H -1.964 -3.634 -5.445
H -3.274 -2.461 -5.471
H -1.022 -2.235 -3.424
H -2.362 -3.366 -3.180
H -2.892 2.184 -1.281
H -4.566 2.288 -1.855
H -2.024 2.569 -3.531
H -3.065 3.897 -3.002
H -4.055 1.654 -4.817
H -3.305 3.125 -5.421
H -5.826 3.116 -3.695
H -5.786 3.243 -5.445
H -5.072 4.511 -4.461
H -6.403 1.108 -2.235
H -7.992 -0.664 -2.812
H -7.237 -2.859 -3.581
H -4.829 -3.378 -3.799
O -3.081 0.407 0.451
N -1.925 0.280 0.707
*
```

Here are the Löwdin charges for atoms 1 to 99, given in e: Co 0.36; C -0.03; C -0.25; C -0.01; C -0.04; C -0.34; C -0.09; C -0.02; S 1.02; O -0.37; C -0.30; C -0.11; C -0.04; C -0.17; C -0.01; C -0.05; C -0.04; C 0.00; C -0.11; C -0.17; C -0.18; C -0.11; C -0.01; C -0.05; C -0.05; C 0.00; C -0.14; C 0.02; C -0.03; C -0.28; S 1.01; O -0.60; C -0.39; C -0.06; C -0.01; C -0.25; C -0.03; C -0.01; C -0.06; H 0.09; H 0.09; H 0.10; H 0.12; H 0.11; H 0.10; H 0.12; H 0.10; H 0.13; H 0.12; H 0.11; H 0.12; H 0.12; H 0.12; H 0.11; H 0.11; H 0.12; H 0.13; H 0.12; H 0.12; H 0.12; H 0.08; H 0.09; H 0.09; H 0.12; H 0.11; C 0.02; O -0.11; C -0.50; O 0.09; H 0.10; H 0.11; H 0.11; Se 0.86; C -0.74; N 0.12; C -0.10; C -0.23; C -0.17; C -0.15; N 0.00; C -0.56; Se 0.95; N -0.01; C -0.14; C -0.18; C -0.24; C -0.08; C -0.13; C 0.02; C -0.04; C -0.04; C 0.02; C -0.13; H 0.08; H 0.01; H 0.07; H 0.11; H 0.12; H 0.12


E_tot of number 1 (C52H50BrF8NO2SSi2)?
-6566.9928 hartree


The highest E_tot belongs to which entry?
C52H50BrF8NO2SSi2


Which formula does entry 2 have?
C52H51CoN4O5S2Se2